The following is a quantum chemistry calculation of C5H34NO13S as an isolated structure in a non-equilibrium geometry, from the OMol25 dataset.

Each line ends with the Löwdin charge.
CARTESIAN COORDINATES (ANGSTROEM)
C (1.3489, 0.6065, 1.0217)  -0.289
N (0.6546, 1.1223, -0.1482)  -0.051
C (-0.8538, 1.1496, -0.1104)  -0.348
C (-1.5004, 1.8194, -1.2815)  -0.514
S (-1.4900, 0.9924, -2.9226)  0.706
C (-1.2558, 1.9536, 1.1376)  -0.205
O (-2.3190, 2.5176, 1.2542)  0.035
C (2.4080, -0.4491, 0.5340)  -0.064
H (0.7041, 0.0554, 1.7029)  0.079
H (1.7696, 1.4995, 1.6250)  0.126
H (1.0063, 2.0733, -0.4305)  0.088
H (-1.0911, 0.1154, 0.1322)  0.139
H (-2.5471, 2.0064, -0.9538)  0.079
H (-1.0215, 2.8210, -1.3663)  0.071
H (-0.5550, 2.1402, 1.9967)  0.126
H (1.7319, -1.1462, -0.1013)  0.083
H (3.1378, -0.0063, -0.1444)  0.036
H (2.9755, -0.8529, 1.3670)  0.068
H (-3.2026, -1.8999, 0.1986)  -0.019
H (-3.7724, -0.4918, 0.4473)  -0.003
O (-3.6960, -1.1359, -0.2465)  -0.111
H (3.9864, 0.6526, -2.1996)  0.016
H (4.1652, 2.0152, -1.3956)  -0.011
O (4.2322, 1.5625, -2.2701)  -0.072
H (-1.7811, -2.9629, 2.4421)  0.029
H (-0.8095, -2.9594, 3.6808)  0.014
O (-1.4803, -2.4301, 3.2559)  -0.103
H (-2.7524, -3.9368, 0.3821)  0.059
H (-1.3653, -3.0246, 0.5873)  0.001
O (-2.4983, -3.1382, 0.8809)  -0.208
H (3.5011, 1.9456, 0.3918)  0.021
H (3.6001, 3.4929, 0.1898)  -0.009
O (4.0912, 2.6939, 0.1996)  -0.036
H (1.1282, 3.2534, -3.2774)  0.086
H (2.1880, 2.5613, -2.4127)  0.019
O (1.3038, 2.9477, -2.3430)  -0.098
H (1.1005, -4.8558, 2.4104)  0.050
H (-0.2471, -4.5754, 1.6920)  0.008
O (0.1863, -4.5654, 2.5389)  -0.064
H (-0.8901, -0.1232, -2.4883)  -0.169
H (0.4081, -2.5351, 1.0757)  0.005
O (-0.1103, -3.0235, 0.4700)  -0.267
H (2.0126, 4.7149, -1.0134)  0.028
H (1.3083, 4.9718, 0.2944)  0.074
O (2.0297, 4.4535, -0.1027)  -0.050
H (0.4571, -0.8955, -1.2381)  -0.045
H (-0.1018, -2.2110, -0.8241)  -0.004
O (0.1037, -1.6619, -1.6692)  -0.146
H (-1.0229, -0.7377, 3.7166)  -0.009
H (0.4506, -0.2699, 4.1425)  0.009
O (-0.4075, -0.0128, 3.8659)  -0.062
H (-0.4682, -3.5524, -2.3953)  0.005
H (-0.5986, -3.9036, -0.9078)  -0.017
O (-0.8791, -4.1825, -1.8096)  -0.086

## Properties
E_HOMO, eV: -5.80
Relative energy (zero: lowest compared OMol25 entry of this formula, charge and spin), kcal/mol: 32.7
Electronic energy, Eh: -1641.9972
LUMO level, eV: 2.1
Kohn-Sham gap, eV: 7.9
Net charge: -1